Computed, not measured: C21H38N3O5PS2Sn as an isolated structure, with ωB97M-V with the def2-TZVPD basis set.

The geometry in XYZ format:
```
71
Properties=species:S:1:pos:R:3:lowdin_spin:R:1
Sn -0.06272 -0.35551 -0.26799 0.2252
C 2.80836 -0.29265 3.74548 -0.0001
N 1.57896 -1.07915 3.80014 -0.0008
C 1.04021 -1.26711 5.13801 0.0000
C 0.93028 -1.38886 2.67695 -0.0001
O 1.36646 -1.10833 1.55192 0.0104
C -0.42028 -2.08906 2.80733 0.0017
O -0.99245 -2.37794 1.55313 0.0321
C -0.77755 -3.67285 1.03412 0.0023
C 0.23085 -3.68196 -0.11551 0.0070
O 0.58603 -2.62792 -0.65425 0.0730
N 0.68983 -4.86258 -0.53191 0.0011
C 0.20370 -6.16176 -0.09449 0.0007
C 1.64005 -4.90535 -1.64109 0.0004
H 3.57038 -0.76958 4.36147 0.0000
H 2.61529 0.71340 4.12278 0.0000
H 3.15144 -0.22533 2.72037 0.0000
H 1.84191 -1.59363 5.79846 0.0000
H 0.25210 -2.01401 5.16001 0.0000
H 0.64326 -0.32207 5.51796 0.0000
H -1.10864 -1.40537 3.31160 0.0000
H -0.32643 -2.99610 3.40992 0.0004
H -1.73685 -4.00983 0.63356 0.0001
H -0.45944 -4.35404 1.82527 0.0004
H -0.53825 -6.07988 0.69371 0.0001
H 1.03677 -6.76491 0.26703 0.0000
H -0.25509 -6.67923 -0.93888 0.0001
H 2.19428 -3.97394 -1.68429 0.0002
H 1.11951 -5.04962 -2.58970 0.0000
H 2.32470 -5.73603 -1.48062 0.0000
C 1.57634 1.23984 -6.74144 0.0001
C 1.77607 1.18795 -5.24456 0.0011
O 0.69822 0.39986 -4.67154 0.0033
P 0.20758 0.63588 -3.19060 0.0155
S -1.31382 -0.58844 -2.84167 0.1351
S 1.76158 0.48107 -1.90128 0.0098
O -0.21758 2.17301 -3.06019 0.0014
C -1.48734 2.68269 -3.52809 0.0009
C -1.52615 2.86016 -5.03153 0.0006
H 2.36737 1.83551 -7.19578 0.0000
H 0.61339 1.68874 -6.98066 0.0000
H 1.60310 0.23470 -7.16028 0.0000
H 1.76739 2.18730 -4.80521 0.0002
H 2.71555 0.69976 -4.98402 0.0002
H -1.60094 3.63684 -3.01680 0.0000
H -2.27994 2.00728 -3.20296 0.0004
H -0.68325 3.46082 -5.37504 0.0000
H -2.44933 3.37259 -5.30274 0.0000
H -1.50795 1.89442 -5.53737 0.0004
C -2.82451 2.03562 0.00471 0.0021
N -3.02155 2.12229 1.43405 0.0074
C -3.23432 3.46818 1.92914 0.0010
C -2.10618 1.31796 2.22537 0.0071
C -0.67792 1.84928 2.25199 0.0340
C -0.26972 2.71349 3.27223 0.0171
C 0.98278 3.30877 3.22859 -0.0122
C 1.85010 3.04607 2.17678 0.0181
C 1.47301 2.15837 1.17549 0.0424
C 0.21467 1.58978 1.23307 0.3453
H -3.51176 2.71574 -0.49615 0.0000
H -3.03596 1.01701 -0.33774 0.0014
H -1.79809 2.29585 -0.30757 0.0000
H -4.09723 3.90261 1.42532 0.0000
H -2.37019 4.13161 1.77477 0.0003
H -3.44956 3.42935 2.99809 0.0000
H -2.11148 0.30710 1.80096 0.0019
H -2.49580 1.26638 3.24530 -0.0003
H -0.94315 2.91765 4.09683 0.0025
H 1.28256 3.98977 4.01564 -0.0003
H 2.82143 3.52175 2.12939 0.0030
H 2.15591 1.93660 0.36500 0.0062
```

The value obtained for the electronic energy is -2715.356470 Ha. Its HOMO-LUMO gap (alpha / beta) is 7.793 / 6.579 eV. The value obtained for the max |F| is 0.83 eV/A. As for the LUMO energy (alpha / beta): -1.95 / -3.84 eV. As for the HOMO energy (alpha / beta): -9.7 / -10.4 eV. Its spin multiplicity is 2. Its charge is +1.

---

Computed, not measured: an isolated ion of composition CH5N2O and charge +1, with ωB97M-V with the def2-TZVPD basis set.

The geometry in XYZ format:
```
9
Properties=species:S:1:pos:R:3:nbo_charge:R:1
C -0.18699 -0.34417 -0.50536 0.2982
N -0.46623 -1.48565 0.35988 -0.3059
N 0.04801 1.03906 -0.04652 -0.7382
O 0.94750 -1.33861 0.09042 -0.3317
H -0.24969 -0.44062 -1.54741 0.2360
H -0.66280 -1.51430 1.42321 0.4087
H -0.76565 1.65600 0.17188 0.4735
H 0.55261 1.59427 -0.72695 0.4582
H 0.78325 0.83403 0.78086 0.5014
```

The value obtained for the electronic energy is -225.427745 Ha. Its HOMO-LUMO gap is 10.209 eV. Its structure (SMILES) is [NH3+][C@@H]1NO1. The value obtained for the max |F| is 5.77 eV/A. As for the LUMO energy: -4.48 eV. As for the HOMO energy: -14.7 eV. Its spin multiplicity is 1. Its charge is +1.

---

Computed, not measured: an isolated ion of composition C7H9ClN3O4 and charge +1, with ωB97M-V with the def2-TZVPD basis set.

The geometry in XYZ format:
```
24
Properties=species:S:1:pos:R:3:nbo_charge:R:1
O 0.60850 0.00473 3.06392 -0.2315
N -0.27462 0.77914 3.05051 0.3603
O 0.19111 2.03524 2.65776 -0.3823
C -0.84353 2.52121 1.73552 -0.1362
C -1.03881 1.40682 0.65367 0.1224
C 0.10321 1.15265 -0.18468 -0.0647
N -0.40221 0.11691 -1.01311 -0.3138
C 0.50943 -0.43365 -2.04462 -0.2302
C 1.80004 -1.09207 -1.39763 -0.5237
C 1.44316 -2.48513 -0.76170 0.7725
O 2.25450 -3.36513 -0.79896 -0.4818
O 0.21957 -2.73864 -0.12291 -0.7543
C -1.67244 -0.21882 -0.69363 0.4125
Cl -2.57479 -1.49510 -1.50312 0.1526
N -2.11816 0.56921 0.35472 -0.4952
H -1.75689 2.71339 2.36483 0.2291
H -0.50193 3.47903 1.26064 0.2559
H 1.09447 1.64408 -0.14607 0.2894
H 0.83169 0.39619 -2.73507 0.2475
H -0.04267 -1.17757 -2.67683 0.2542
H 2.59910 -1.28347 -2.16323 0.2827
H 2.25981 -0.46646 -0.58871 0.2461
H 0.32141 -2.62739 0.84125 0.5095
H -3.00997 0.56483 0.84747 0.4789
```

The value obtained for the electronic energy is -1197.179140 Ha. Its HOMO-LUMO gap is 9.947 eV. Its structure (SMILES) is O=NOCc1cn(CCC(=O)O)c(Cl)[nH+]1. The value obtained for the max |F| is 5.48 eV/A. As for the LUMO energy: -3.82 eV. As for the HOMO energy: -13.8 eV. Its spin multiplicity is 1. Its charge is +1.

---

Computed, not measured: a 2-piece molecular cluster, CH2BrNO4 overall, with ωB97M-V with the def2-TZVPD basis set.

The geometry in XYZ format:
```
9
Properties=species:S:1:pos:R:3:nbo_charge:R:1
C 0.27204 0.23580 0.16773 0.8496
N -0.10070 -1.15577 -0.06926 0.4541
O -0.08458 -1.44945 -1.25553 -0.3709
O -0.34368 -1.86791 0.86657 -0.2694
O 0.72971 0.87047 -0.87371 -0.6104
O 0.56447 0.57398 1.38380 -0.5894
Br -2.33792 0.94574 -0.01502 -0.5440
H 0.50765 0.33289 -1.67735 0.5450
H 0.79302 1.51424 1.47278 0.5355
```

The value obtained for the electronic energy is -2968.895604 Ha. Its HOMO-LUMO gap is 6.997 eV. The value obtained for the max |F| is 2.96 eV/A. As for the LUMO energy: -2.37 eV. As for the HOMO energy: -9.4 eV. Its spin multiplicity is 1.

---

Q: What is the electronic energy in the third record?
A: -1197.179140 Ha